An isolated molecule of C3H4O, computed with ωB97M-V/def2-TZVPD.

Properties
Energy: -5220.8487 eV
ΔE to the lowest compared entry with this formula, charge and spin: 124.3 kJ/mol
SMILES: O=C1CC1
HOMO-LUMO gap: 9.98 eV

Each line ends with the Mulliken charge.
Cartesian coordinates (Å):
O: 2.13931 -0.09917 -0.03297  -0.45
C: 0.96347 0.02657 0.01345  0.49
C: -0.28519 0.76365 -0.05221  -0.38
C: -0.39408 -0.80518 -0.05026  -0.64
H: -0.49569 1.06493 0.97014  0.21
H: -0.49364 1.53706 -0.82817  0.27
H: -0.50958 -1.49057 -0.85310  0.28
H: -0.92460 -0.99731 0.83311  0.23